Record 1
DFT (the ωB97M-V functional and the def2-TZVPD basis) results for a structure of composition C42H57FN3O5SSbSi2Sn.

Geometry (Å):
Sn1 -0.2683 -0.3258 0.2640
O1 0.2698 -0.2748 -2.6365
C1 0.1192 0.7387 -3.5998
C2 -0.0535 2.1330 -3.0250
C3 0.0643 3.2454 -3.8588
C4 -0.0968 4.5066 -3.3200
C5 -0.3776 4.6312 -1.9636
C6 -0.4839 3.4734 -1.2148
N1 -0.3207 2.2504 -1.7297
H1 1.2007 -0.2427 -2.3430
H2 -0.7711 0.4972 -4.1865
H3 0.9703 0.7590 -4.2855
H4 0.2819 3.1124 -4.9129
H5 -0.0051 5.3865 -3.9461
H6 -0.5117 5.6019 -1.5043
H7 -0.7087 3.5109 -0.1502
C7 0.3800 -7.6177 1.3597
C8 1.4940 -7.2929 0.3687
C9 2.8430 -7.6672 0.9578
C10 3.9766 -7.2842 0.0191
C11 3.9261 -5.8020 -0.2358
C12 5.0628 -5.0691 -0.4840
C13 4.9795 -3.6953 -0.6960
F1 6.1183 -3.0204 -0.9462
C14 3.7940 -3.0298 -0.6512
C15 2.6244 -3.7620 -0.4023
C16 1.3549 -3.0443 -0.3116
O2 1.3929 -1.7921 -0.2524
C17 0.1864 -3.8501 -0.3045
C18 0.3279 -5.1987 -0.1377
N2 1.4945 -5.8450 0.0119
C19 2.6824 -5.1433 -0.2042
C20 -1.2424 -3.3544 -0.4485
O3 -2.0821 -4.1794 -0.7898
O4 -1.4759 -2.1186 -0.1791
H8 0.5414 -8.6187 1.7611
H9 -0.6102 -7.6011 0.9066
H10 0.3950 -6.9033 2.1870
H11 1.3423 -7.8631 -0.5514
H12 2.8457 -8.7377 1.1562
H13 2.9669 -7.1453 1.9124
H14 3.8772 -7.8325 -0.9227
H15 4.9423 -7.5514 0.4491
H16 6.0316 -5.5555 -0.5203
H17 3.7256 -1.9581 -0.8069
H18 -0.5765 -5.7884 -0.1150
C21 -1.8453 -1.2877 5.3942
Si1 -1.6221 -1.2905 3.5184
C22 -1.8138 -3.0912 3.0357
C23 -3.0982 -0.3689 2.8009
C24 -0.0743 -0.5561 2.7866
C25 0.0575 0.9188 2.8913
C26 -0.5441 1.7013 3.9051
C27 -0.3652 3.0664 3.9458
C28 0.4114 3.6875 2.9699
C29 0.9441 2.8792 1.9894
N3 0.7787 1.5532 1.9381
Si2 1.5246 -1.3506 3.3187
C30 1.6349 -3.2123 3.0862
C31 3.0203 -0.5945 2.4828
C32 1.7868 -1.0735 5.1649
H19 -2.8193 -1.7283 5.6342
H20 -1.8166 -0.2893 5.8421
H21 -1.0783 -1.8892 5.8926
H22 -2.7930 -3.4616 3.3623
H23 -1.0504 -3.7232 3.5014
H24 -1.7511 -3.2161 1.9496
H25 -4.0133 -0.5364 3.3795
H26 -3.2741 -0.7290 1.7808
H27 -2.9218 0.7110 2.7499
H28 -1.1324 1.2118 4.6699
H29 -0.8203 3.6519 4.7362
H30 0.5940 4.7538 2.9748
H31 1.5316 3.3113 1.1793
H32 1.4690 -3.5053 2.0474
H33 0.9045 -3.7454 3.7030
H34 2.6368 -3.5491 3.3797
H35 3.0141 -0.8052 1.4053
H36 3.9516 -0.9893 2.9066
H37 3.0199 0.4919 2.6105
H38 1.0693 -1.6461 5.7620
H39 1.6564 -0.0136 5.4198
H40 2.7953 -1.3731 5.4735
C33 3.1000 2.9703 -1.4814
S1 2.9077 1.3294 -0.7538
O5 2.8535 0.4000 -1.9407
C34 4.5967 1.2169 -0.1466
C35 5.4898 0.4057 -0.8224
C36 6.7995 0.3135 -0.3609
C37 7.1946 1.0299 0.7604
C38 6.2825 1.8358 1.4350
C39 4.9740 1.9272 0.9867
H41 3.8385 2.8691 -2.2790
H42 3.4406 3.6729 -0.7178
H43 2.1337 3.2802 -1.8844
H44 5.1550 -0.1412 -1.6962
H45 7.5078 -0.3223 -0.8789
H46 8.2159 0.9590 1.1164
H47 6.5910 2.3885 2.3144
H48 4.2491 2.5361 1.5208
C40 -5.2983 1.4370 0.2210
Sb1 -3.4928 0.7160 -0.7163
C41 -3.7759 1.9412 -2.4694
C42 -4.4242 -1.0235 -1.5442
H49 -6.1184 1.3753 -0.4978
H50 -5.1716 2.4741 0.5388
H51 -5.5344 0.8282 1.0964
H52 -4.8242 1.9220 -2.7752
H53 -3.1528 1.5694 -3.2876
H54 -3.4824 2.9716 -2.2523
H55 -5.3518 -0.7461 -2.0481
H56 -4.6284 -1.7365 -0.7431
H57 -3.7367 -1.5006 -2.2457

Atomic forces in eV per Å
-0.1 -0.3 0.4
0.0 0.0 -0.3
-0.1 -0.1 0.2
0.0 0.0 0.1
0.0 0.0 -0.1
0.0 0.1 0.0
0.0 0.0 0.0
0.0 -0.1 0.0
0.0 0.1 0.0
0.0 0.0 0.1
0.0 0.0 0.0
0.0 0.0 -0.1
0.0 0.0 0.0
0.0 0.0 0.0
0.0 0.0 0.0
0.0 0.0 -0.1
0.0 0.1 0.0
0.0 0.0 0.1
0.1 0.1 0.0
0.0 0.1 0.0
0.0 -0.2 0.0
0.1 -0.1 0.0
0.0 -0.1 0.0
0.1 0.0 0.0
-0.1 0.2 0.0
0.0 0.1 0.0
0.0 -0.1 0.0
-0.1 0.2 0.0
-0.1 0.1 -0.1
0.1 -0.1 0.0
0.1 0.0 0.0
-0.1 -0.1 0.0
-0.1 -0.1 -0.1
0.1 0.2 0.1
0.1 0.0 0.0
0.0 0.0 0.0
0.0 0.0 0.0
0.0 -0.1 0.0
0.0 0.0 -0.1
0.0 0.0 0.0
0.0 -0.1 0.0
0.0 0.0 0.0
0.0 0.0 0.0
0.0 0.0 0.0
0.0 -0.1 0.0
0.0 0.0 0.1
0.2 0.1 0.2
-0.3 -0.1 -0.2
0.1 -0.2 -0.1
-0.1 0.1 0.0
0.1 0.2 -0.4
-0.1 0.3 0.2
0.0 -0.1 0.0
0.0 0.0 0.0
0.0 0.0 0.0
0.1 -0.2 -0.1
0.1 0.1 0.2
0.2 0.1 0.2
-0.1 -0.2 -0.1
0.1 0.1 -0.2
0.0 0.1 0.2
0.1 0.0 -0.1
0.0 -0.1 0.0
-0.1 0.0 0.0
0.1 0.1 0.0
-0.2 0.1 -0.1
-0.1 0.0 0.3
0.1 0.0 0.0
0.0 0.0 0.1
-0.1 -0.1 0.0
0.0 0.1 0.0
0.0 0.0 0.0
0.0 0.0 0.0
0.0 0.0 0.1
0.0 0.0 0.2
0.2 0.1 0.0
-0.1 0.1 0.0
0.0 0.1 0.2
-0.1 0.0 0.0
0.0 -0.1 0.0
0.1 0.1 0.0
0.0 -0.1 0.0
-0.1 0.0 0.0
0.0 0.0 0.0
0.2 -0.1 -0.3
0.0 0.1 0.2
0.0 0.0 0.0
0.1 0.0 0.0
0.0 0.0 0.0
0.0 0.0 0.0
0.0 0.0 0.0
0.0 0.0 0.0
0.0 0.1 0.1
0.0 -0.1 -0.1
0.1 -0.1 0.1
0.0 0.0 0.0
0.0 0.0 0.0
-0.1 0.0 0.0
0.0 0.0 0.0
0.1 -0.1 0.0
0.0 0.0 0.0
-0.3 0.2 -0.2
0.1 0.0 -0.1
0.1 -0.1 0.0
0.0 0.0 0.1
0.0 -0.1 0.0
0.0 0.1 -0.1
0.1 0.0 0.0
-0.1 0.0 0.1
0.0 -0.1 0.0
0.0 0.0 0.0
0.0 0.0 -0.1
-0.1 0.0 0.1

The relative energy (zero: lowest compared OMol25 entry of this formula, charge and spin) comes out at 12.3 kcal per mole. The LUMO energy is -0.0008 Ha. As for the net charge: 0.

Atomic partial charges in e from the Löwdin method, atoms 1 to 6: 1.318 -0.147 -0.198 -0.280 -0.028 -0.069

Record 2
DFT (the ωB97M-V functional and the def2-TZVPD basis) results for a structure of composition C2H4O2P at a distorted geometry.

Geometry (Å):
C1 -0.3014 -0.4257 -0.6727
C2 0.3294 -0.2568 0.8148
O1 1.5248 -2.8488 0.5179
O2 -0.2866 -1.8362 -0.9917
P1 0.1909 -2.2204 0.6817
H1 -1.3005 -0.0593 -0.7754
H2 0.3135 0.2049 -1.2995
H3 1.2401 0.2650 0.9125
H4 -0.2988 0.2134 1.5586

Atomic forces in eV per Å
0.9 0.6 1.0
-2.1 -1.9 -1.7
1.5 -0.5 0.2
0.5 1.6 1.6
-1.1 0.1 0.1
-0.9 0.4 0.2
0.3 -0.2 -0.9
1.5 0.2 -0.6
-0.8 -0.3 0.1

The relative energy (zero: lowest compared OMol25 entry of this formula, charge and spin) comes out at 25.3 kcal per mole. The LUMO energy is 0.1691 Ha. As for the net charge: -1.

Atomic partial charges in e from the Löwdin method, atoms 1 to 6: -0.392 -0.303 -0.581 -0.416 0.540 0.061

Record 3
DFT (the ωB97M-V functional and the def2-TZVPD basis) results for the molecule C4H2 at a distorted geometry.

Geometry (Å):
C1 0.4960 -1.7979 -0.1107
C2 0.0713 -0.6729 0.0228
C3 -0.3229 0.6192 -0.0977
C4 -0.4095 1.8507 0.0246
H1 0.6786 -2.8464 0.0482
H2 -0.5134 2.8472 0.1128

Atomic forces in eV per Å
-0.6 -0.1 0.9
0.4 -1.5 -1.0
0.0 4.9 1.0
0.3 -6.4 -0.7
0.2 0.4 -0.3
-0.4 2.7 0.1

The relative energy (zero: lowest compared OMol25 entry of this formula, charge and spin) comes out at 8.1 kcal per mole. As for the SMILES: C#CC#C. The LUMO energy is 0.0287 Ha. As for the net charge: 0.

Listed below, in e, are the Löwdin charges computed for each atom: 0.132 -0.184 -0.149 0.166 0.040 -0.006

Record 4
DFT (the ωB97M-V functional and the def2-TZVPD basis) results for a cluster of 2 separate species, C4H9NOS in total at a distorted geometry.

Geometry (Å):
C1 1.0338 -0.8658 -0.3124
C2 -0.3104 -1.3491 -0.8106
C3 0.4766 0.1345 0.6649
C4 1.2605 1.4218 0.4227
N1 -3.4473 -0.4698 0.8058
O1 -0.9635 1.2960 -1.3165
S1 -1.1414 0.2753 -0.2687
H1 1.6068 -1.6941 0.1826
H2 1.4521 -0.4625 -1.2187
H3 -0.4902 -1.5918 -1.7956
H4 -0.8498 -2.0826 -0.3249
H5 0.4268 -0.2666 1.7612
H6 2.3319 1.1102 0.7364
H7 1.0432 2.3368 0.8791
H8 1.0872 1.7224 -0.5830
H9 -3.5163 0.4853 1.1777

Atomic forces in eV per Å
-0.7 -2.8 0.4
-0.8 2.0 0.8
0.6 1.4 1.2
2.0 -1.6 1.3
0.2 -0.2 -0.1
0.0 0.3 -0.2
0.1 -1.7 0.3
0.0 0.9 -0.8
1.0 0.5 0.3
0.1 0.0 -2.5
-0.7 -1.6 1.9
-0.3 0.9 -2.1
-1.4 0.9 -1.1
-0.8 1.0 1.8
0.7 -0.4 -1.2
-0.1 0.3 0.1

The relative energy (zero: lowest compared OMol25 entry of this formula, charge and spin) comes out at 171.6 kcal per mole. The LUMO energy (spin up / spin down) is -0.0280 / -0.0286 Ha. As for the net charge: 0.

Atomic partial charges in e from the Löwdin method, atoms 1 to 6: -0.256 -0.248 -0.456 -0.118 0.007 -0.506

Record 5
DFT (the ωB97M-V functional and the def2-TZVPD basis) results for a cluster of 3 separate species, C4H12O4 in total at a distorted geometry.

Geometry (Å):
O1 -0.0960 0.3992 -3.6148
C1 -0.1894 0.7277 -2.4593
C2 1.0388 0.6897 -1.5588
C3 0.6676 0.6131 -0.0893
C4 1.7961 0.2921 0.8717
O2 0.1166 1.8590 0.3518
H1 -1.1104 1.1297 -2.0003
H2 1.5778 1.6131 -1.7849
H3 1.6856 -0.1267 -1.8550
H4 -0.0232 -0.1956 0.1445
H5 2.2393 -0.6853 0.6662
H6 1.4444 0.3266 1.9039
H7 2.6543 0.9731 0.8541
H8 -0.7711 1.9437 0.0063
H9 -0.9163 -1.1169 2.9209
H10 -0.3371 -2.4503 2.6053
O3 -1.1793 -2.0044 2.6821
H11 -2.4281 -1.2732 0.8558
H12 -3.4621 -1.1858 -0.4769
O4 -2.7077 -1.5290 -0.0232

Atomic forces in eV per Å
-0.8 0.2 0.3
1.5 -0.3 -0.3
-0.6 0.0 0.2
0.5 0.2 1.0
1.1 0.2 0.0
0.1 -0.1 0.1
-0.3 -0.1 -0.2
0.1 0.1 0.3
0.0 -0.3 -0.2
-0.6 -0.1 -0.7
-0.3 -0.1 0.0
-0.2 -0.2 -0.1
-0.3 0.3 -0.3
-0.3 0.1 -0.1
0.0 0.4 0.2
0.2 -0.4 -0.1
-0.2 0.1 -0.1
-0.9 0.4 0.1
-0.6 0.8 0.7
1.6 -1.4 -0.8

The relative energy (zero: lowest compared OMol25 entry of this formula, charge and spin) comes out at 32.3 kcal per mole. As for the SMILES: C[C@@H](O)CC=O.O.O. The LUMO energy is 0.0147 Ha. As for the net charge: 0.

Atomic partial charges in e from the Löwdin method, atoms 1 to 6: 0.057 -0.240 -0.101 -0.452 -0.057 -0.037

Record 6
DFT (the ωB97M-V functional and the def2-TZVPD basis) results for the molecule C2H7N at a distorted geometry.

Geometry (Å):
C1 -1.1118 -0.2650 -0.0742
C2 0.2182 0.4134 0.0068
H1 -1.8668 0.3811 -0.1228
H2 -1.4579 -0.9186 -0.9739
H3 -1.3704 -0.8383 0.7855
H4 0.3339 1.1645 -0.7415
H5 0.1916 1.0094 0.9363
H6 1.5909 -0.6842 0.9572
H7 2.1552 0.2024 -0.6287
N1 1.3172 -0.4648 -0.1448

Atomic forces in eV per Å
0.4 -3.4 -1.8
-1.4 1.1 0.0
-2.9 3.4 0.1
1.7 0.8 1.1
0.3 -0.8 0.9
-0.5 0.6 -0.9
0.2 -0.2 0.0
0.0 0.4 -4.0
-2.5 -2.7 2.3
4.8 0.7 2.3

The relative energy (zero: lowest compared OMol25 entry of this formula, charge and spin) comes out at 35.0 kcal per mole. As for the SMILES: CCN. The LUMO energy is 0.0377 Ha. As for the net charge: 0.

Atomic partial charges in e from the Löwdin method, atoms 1 to 6: -0.124 -0.450 0.007 0.114 0.057 0.088

> Look up the net charge of the second one.

-1

> Which value of net charge does entry 4 give?

0

> Look up the relative energy (zero: lowest compared OMol25 entry of this formula, charge and spin) of the fourth one.

171.6 kcal per mole

> relative energy (zero: lowest compared OMol25 entry of this formula, charge and spin) of number 6 (C2H7N)?

35.0 kcal per mole